Entry 1:
2 unconnected molecules or ions with the total composition C3H8S at a distorted geometry. Source: OMol25; level of theory: the ωB97M-V functional and the def2-TZVPD basis.

The HOMO energy (spin up / spin down) is 1.1 / -5.3 eV. As for the spin multiplicity: 2. As for the HOMO-LUMO gap (spin up / spin down): 2.193 / 8.634 eV. As for the expectation value of S²: 0.751. The net charge is -1.

```
12
Properties=species:S:1:pos:R:3:forces:R:3:mulliken_spin:R:1
S 0.2247 2.1421 -4.4358 0.1 0.2 -0.3 1.30
C -1.2013 -1.4929 3.8858 -0.4 -0.8 0.4 0.22
C 0.0175 -1.9424 3.6026 -1.0 0.3 -0.3 -0.24
C 0.7780 -1.3739 2.4770 1.2 0.3 -0.7 0.66
H 0.0522 1.0709 -3.5942 -0.3 0.2 0.1 -0.28
H -1.8279 -1.9780 4.6327 0.2 0.1 0.0 -0.01
H -1.7129 -0.7381 3.3067 0.3 0.3 -0.1 -0.06
H 0.8524 -2.0724 1.6368 0.0 -0.1 0.1 -0.08
H -0.9540 2.8102 -4.2245 0.2 -0.4 0.2 -0.21
H 1.8172 -1.1234 2.7295 -0.1 -0.2 0.1 -0.04
H 0.3647 -0.4516 2.0764 -0.3 0.0 0.1 -0.22
H 0.4073 -2.8257 4.0955 0.1 0.1 0.2 -0.04
```
Positions in Å, forces in eV/Å.

***

Entry 2:
A single C25H31F3N2O2 molecule. Source: OMol25; level of theory: the ωB97M-V functional and the def2-TZVPD basis.

The HOMO energy is -8.4 eV. Its SMILES is COc1ccc(C(=O)N(C)CC2CCN(CCc3cccc(C(F)(F)F)c3)CC2)cc1C. As for the HOMO-LUMO gap: 9.032 eV.

```
63
Properties=species:S:1:pos:R:3:forces:R:3:mulliken_charge:R:1
F 4.8864 6.6717 -3.8921 -0.2 -0.1 -0.1 -0.27
F 5.4274 7.4825 -1.9757 -0.1 0.1 0.2 -0.28
F 6.2003 5.5740 -2.5935 0.0 -0.2 0.1 -0.26
O -5.9310 -4.8021 1.3172 0.4 -0.1 -0.1 -0.48
O -0.3518 -2.6091 -0.6220 0.0 -0.1 -0.3 -0.67
N -0.1102 -2.0869 1.5593 0.2 0.0 0.0 0.31
N 1.7308 1.3293 -1.0962 0.1 -0.1 0.0 0.80
C -3.1816 -2.3528 1.2943 0.3 -0.2 -0.1 -0.36
C -4.7184 -4.1983 1.1651 0.2 0.0 0.0 1.06
C -3.9987 -6.4401 0.3152 0.0 0.0 0.0 -1.59
C 2.0228 1.5544 -2.4971 -0.2 0.1 -0.2 -1.11
C -0.8036 -2.5982 0.5115 0.0 -0.1 0.1 0.79
C 3.9145 5.6487 -1.9875 0.1 0.1 0.0 0.13
C 1.7791 4.3040 -0.8831 0.0 0.1 0.0 -0.11
C 3.2452 4.6868 -2.7327 0.0 0.1 0.2 -0.69
C -2.4385 -4.4735 0.4693 -0.1 0.2 0.1 -0.58
C 0.4490 0.6779 -0.8898 -0.2 0.1 0.1 -1.13
C 2.4945 0.6822 1.1241 0.0 -0.2 -0.1 -1.26
C -0.5438 -2.1524 2.9315 -0.1 0.0 0.2 -1.07
C 1.4752 2.9219 -2.9498 0.2 -0.3 0.1 -1.06
C 3.5295 5.9359 -0.6860 0.1 0.0 -0.2 -0.73
C -4.4539 -2.8703 1.4727 -0.3 -0.1 0.1 -0.91
C -3.6952 -5.0147 0.6532 -0.2 0.0 0.1 1.00
C 2.1655 4.0088 -2.1864 0.0 0.1 -0.1 0.61
C -2.1602 -3.1507 0.8023 -0.3 0.1 -0.1 -0.63
C 1.1708 -1.4631 1.3077 0.2 0.3 -0.2 -1.78
C 1.1360 0.0653 1.4659 0.0 0.0 0.0 0.66
C 2.4551 5.2547 -0.1404 0.0 0.0 0.1 -0.85
C 5.0916 6.3455 -2.6035 0.3 0.1 -0.1 0.95
C 2.7819 0.6418 -0.3751 0.1 0.1 0.2 -0.93
C -7.0085 -4.0407 1.8019 -0.2 0.2 0.1 -0.91
C 0.0688 0.7200 0.5867 0.1 -0.2 -0.1 -0.82
H 0.9470 3.7707 -0.4529 -0.1 0.0 0.0 0.38
H -0.0414 1.7622 0.8942 -0.1 0.0 0.0 0.43
H -7.2392 -3.2004 1.1391 0.0 0.0 0.0 0.35
H 4.0601 6.6826 -0.1160 0.0 0.1 0.0 0.45
H 1.6486 3.0352 -4.0203 -0.1 0.0 0.0 0.51
H -6.8150 -3.6643 2.8120 0.0 0.0 -0.1 0.34
H 1.9133 -1.8796 1.9979 0.0 0.0 0.0 0.38
H 3.7247 1.1620 -0.5659 0.0 -0.1 0.0 0.54
H -1.3141 -2.9118 3.0481 0.1 0.1 0.1 0.46
H 0.3079 -2.4154 3.5628 0.0 0.0 0.0 0.29
H 0.4018 2.9572 -2.7631 -0.1 0.0 -0.1 0.30
H 2.1468 5.4716 0.8712 -0.1 0.0 0.1 0.42
H 3.2917 0.1640 1.6606 0.1 0.0 0.1 0.44
H -2.9968 -1.3146 1.5286 0.0 0.1 0.1 0.40
H 0.9092 0.2880 2.5156 0.0 0.0 0.0 0.48
H 2.8967 -0.4033 -0.7123 0.1 0.0 0.0 0.32
H -0.9416 -1.1927 3.2742 0.0 0.0 0.1 0.31
H 0.4572 -0.3661 -1.2433 0.0 0.1 -0.1 0.46
H 3.5680 4.4755 -3.7418 0.0 0.0 -0.1 0.40
H -7.8595 -4.7196 1.8296 0.0 0.1 0.0 0.26
H 2.4934 1.7274 1.4391 0.1 0.0 0.0 0.39
H 3.1062 1.5568 -2.6401 0.0 0.0 0.0 0.55
H -4.8006 -6.4859 -0.4198 -0.1 -0.1 0.0 0.33
H -0.8929 0.2215 0.7195 -0.1 0.0 0.0 0.16
H 1.4487 -1.7337 0.2887 0.1 0.0 0.2 0.50
H -5.2307 -2.2244 1.8507 -0.1 0.0 0.0 0.39
H 1.5996 0.7638 -3.1360 0.1 0.0 0.0 0.31
H -0.3080 1.2151 -1.4666 0.0 -0.1 0.0 0.48
H -4.3425 -6.9703 1.2022 0.0 -0.1 0.0 0.32
H -3.1196 -6.9388 -0.0829 0.0 0.0 0.0 0.40
H -1.6480 -5.0850 0.0600 0.1 -0.1 -0.1 0.43
```
Positions in Å, forces in eV/Å.

***

no.,M (g mol⁻¹)
1,76.164
2,448.529